Entry from the OMol25 dataset: C20H22ClN3O3S in the gas phase (ωB97M-V with the def2-TZVPD basis set).

Properties
Calculated total energy = -2023.68252 a.u.
E_LUMO = 0.6 eV
Structure (SMILES) = Cc1cc(OCc2cc(C(=O)NCc3csc(C(C)C)n3)no2)cc(C)c1Cl
Gap between HOMO and LUMO = 0.3423 Ha

Geometry as XYZ:
```
50
Properties=species:S:1:pos:R:3:forces:R:3:mulliken_charge:R:1
C 2.040 -3.383 -1.745 0.0 0.0 0.0 -1.984
C 1.296 -3.069 -0.487 0.0 0.1 0.1 0.694
C 0.188 -3.814 -0.111 -0.1 -0.1 0.3 -0.666
C -0.527 -3.496 1.036 0.2 0.2 0.0 0.138
O -1.674 -4.170 1.409 0.4 0.0 0.2 -0.533
C -2.661 -4.309 0.396 -0.3 0.3 -0.1 -0.722
C -2.826 -3.001 -0.306 0.5 0.0 -1.0 0.007
C -2.228 -2.499 -1.429 -0.7 0.0 0.5 0.219
C -2.538 -1.118 -1.385 -0.2 -0.9 0.6 0.656
C -1.975 -0.067 -2.268 -0.3 0.5 0.2 -0.003
O -1.253 -0.331 -3.209 0.2 -0.2 -0.1 -0.691
N -2.311 1.183 -1.887 -0.3 0.1 0.0 -0.129
C -1.582 2.336 -2.381 0.2 -0.1 -0.1 -1.109
C -0.367 2.567 -1.530 0.5 -0.5 -0.4 0.222
C 0.786 1.848 -1.601 0.0 0.2 0.1 -0.213
S 1.887 2.352 -0.386 -0.6 0.4 0.0 -0.214
C 0.687 3.518 0.149 0.7 -0.4 0.0 0.625
C 0.952 4.428 1.297 0.2 0.1 0.2 0.429
C 2.128 5.353 0.976 -0.2 0.0 0.1 -1.417
C 1.231 3.618 2.565 -0.2 0.2 -0.1 -1.416
N -0.398 3.492 -0.535 -0.7 0.5 0.2 -0.643
N -3.267 -0.850 -0.326 0.2 1.0 -0.5 -0.571
O -3.452 -2.003 0.339 -0.1 -0.5 0.3 -0.154
C -0.109 -2.443 1.839 -0.2 -0.3 -0.1 -0.785
C 0.998 -1.682 1.496 0.1 0.0 -0.1 0.597
C 1.435 -0.528 2.341 0.0 0.0 0.0 -1.569
C 1.674 -2.002 0.322 -0.3 -0.2 0.1 1.340
Cl 3.027 -1.030 -0.153 0.3 0.1 -0.1 -0.228
H 1.696 -4.320 -2.175 0.0 -0.1 0.0 0.379
H 3.109 -3.453 -1.551 0.1 0.0 -0.1 0.463
H 1.887 -2.587 -2.474 0.1 0.0 -0.1 0.334
H -0.118 -4.647 -0.726 0.0 -0.1 -0.1 0.406
H -3.573 -4.595 0.924 0.1 0.0 -0.1 0.412
H -2.393 -5.088 -0.329 -0.1 0.1 0.1 0.313
H -1.652 -3.000 -2.176 0.2 -0.2 -0.1 0.514
H -2.829 1.281 -1.026 0.0 -0.1 0.0 0.319
H -2.228 3.213 -2.346 0.1 -0.1 -0.1 0.398
H -1.288 2.117 -3.409 -0.1 0.1 0.1 0.375
H 1.037 1.063 -2.285 0.0 -0.2 -0.2 0.519
H 0.048 5.028 1.440 0.1 -0.1 -0.1 0.225
H 1.925 5.930 0.077 0.1 0.1 -0.1 0.362
H 3.033 4.769 0.818 0.1 0.0 0.0 0.338
H 2.297 6.042 1.800 0.1 0.1 0.1 0.416
H 2.127 3.014 2.435 0.1 -0.1 0.1 0.325
H 1.383 4.287 3.408 0.0 0.0 0.1 0.442
H 0.394 2.961 2.790 0.0 -0.1 0.1 0.342
H -0.674 -2.215 2.729 -0.1 0.1 0.1 0.361
H 1.404 0.394 1.761 0.0 0.1 0.0 0.099
H 0.793 -0.422 3.211 0.0 0.0 0.1 0.382
H 2.462 -0.672 2.673 0.1 0.1 0.1 0.395
```
Forces are in eV/Å.

***

Entry from the OMol25 dataset: C11H17N3O5P2S in the gas phase (ωB97M-V with the def2-TZVPD basis set).

Properties
Calculated total energy = -2050.29834 a.u.
E_LUMO = -2.0 eV
Structure (SMILES) = COCc1c(N)c(C[C@H](C)O)c2nsnc2c1PP(=O)(O)O
Gap between HOMO and LUMO = 0.2368 Ha

Geometry as XYZ:
```
39
Properties=species:S:1:pos:R:3:forces:R:3:mulliken_charge:R:1
C 1.243 -3.491 0.927 -0.2 -1.7 -0.2 -0.543
O 0.749 -2.468 1.863 1.9 0.3 -1.4 -0.333
C 1.511 -1.213 1.778 -0.9 0.6 -0.1 -0.749
C 0.777 -0.206 0.703 -0.3 2.0 -2.9 0.465
C -0.786 0.304 1.002 -0.4 2.2 -2.8 0.415
N -1.559 -0.096 2.276 2.4 1.8 -0.9 -0.569
C -1.605 1.287 -0.075 2.1 -1.1 1.0 0.188
C -3.184 1.714 0.272 0.2 -0.4 -1.0 -1.035
C -4.095 0.376 -0.147 0.8 -1.1 -0.2 0.220
C -3.680 -0.221 -1.643 -0.5 -0.3 0.1 -0.870
O -5.548 0.628 -0.099 0.8 -1.6 0.3 -0.546
C -0.875 1.825 -1.468 -0.2 -1.0 1.3 0.377
N -1.536 2.698 -2.512 5.3 -3.7 2.5 -0.508
S -0.267 2.840 -3.705 0.8 -2.6 4.2 0.176
N 1.068 1.894 -3.006 -2.8 -0.8 3.4 -0.484
C 0.676 1.286 -1.671 -1.8 2.4 -3.0 0.168
C 1.557 0.290 -0.658 -4.2 0.5 2.5 -0.026
P 3.331 -0.207 -1.168 -2.1 0.3 -1.7 -0.230
P 4.853 0.565 0.189 3.1 -0.6 6.4 0.992
O 4.782 0.011 1.668 -0.2 1.7 -4.9 -0.627
O 4.946 2.302 0.286 -1.8 -2.9 -1.5 -0.522
O 6.414 0.018 -0.456 -4.1 0.0 -0.9 -0.525
H 0.716 -3.484 -0.126 0.9 0.3 2.1 0.220
H 2.399 -3.483 0.746 -2.0 0.3 0.6 0.243
H 1.000 -4.546 1.429 0.4 2.4 -1.1 0.235
H 2.621 -1.445 1.487 -2.0 0.9 0.6 0.214
H 1.426 -0.703 2.853 0.4 -1.1 -2.4 0.289
H -2.074 0.753 2.656 0.8 -1.3 -1.0 0.263
H -0.864 -0.311 3.053 -1.0 0.1 -1.5 0.312
H -3.520 2.668 -0.361 0.9 -2.3 1.2 0.345
H -3.332 2.014 1.397 0.4 -0.8 -2.1 0.304
H -3.840 -0.462 0.629 -0.3 1.6 -1.3 0.244
H -3.648 0.646 -2.446 0.1 -1.8 1.7 0.178
H -2.673 -0.853 -1.608 -2.1 1.7 -0.1 0.221
H -4.520 -0.996 -1.977 1.7 1.7 0.8 0.348
H -6.020 -0.270 0.006 1.4 2.1 -0.3 0.352
H 3.364 -1.656 -1.014 0.1 1.1 0.7 0.111
H 4.030 2.669 0.084 1.6 -0.6 0.3 0.344
H 6.163 -0.679 -1.160 0.8 1.6 1.4 0.344
```
Forces are in eV/Å.

***

Entry from the OMol25 dataset: a 9-piece molecular cluster, C22H52O32S9 overall (ωB97M-V with the def2-TZVPD basis set).

Properties
Calculated total energy = -6860.47075 a.u.
E_LUMO = 0.1 eV
Structure (SMILES) = CCOS(C)(=O)=O.CCOS(C)(=O)=O.CCOS(C)(=O)=O.CCOS(C)(=O)=O.O=S1(=O)OCCO1.O=S1(=O)OCCO1.O=S1(=O)OCCO1.O=S1(=O)OCCO1.O=S1(=O)OCCO1
Gap between HOMO and LUMO = 0.3723 Ha

Geometry as XYZ:
```
115
Properties=species:S:1:pos:R:3:forces:R:3:mulliken_charge:R:1
C 5.400 -0.023 4.655 0.6 -0.1 -0.5 -0.786
C 4.724 1.296 4.276 0.1 -0.5 1.8 -0.482
O 4.406 1.236 2.908 -0.9 1.5 -1.7 -0.039
S 3.618 2.569 2.220 -0.2 1.1 -0.3 0.968
C 3.698 2.003 0.432 0.5 -0.4 1.1 -0.387
O 2.222 2.559 2.734 3.3 0.1 -1.1 -0.561
O 4.484 3.785 2.305 -2.1 -3.1 0.4 -0.629
H 6.328 -0.117 4.091 0.2 0.0 -0.1 0.246
H 4.816 -0.913 4.416 -0.4 0.3 0.0 -0.043
H 5.675 -0.121 5.705 -0.2 0.5 0.1 0.454
H 3.857 1.395 4.928 -0.5 0.1 -0.4 0.333
H 5.347 2.156 4.522 0.3 0.0 -0.3 0.408
H 3.181 2.681 -0.248 -0.2 0.1 0.5 0.291
H 3.334 0.978 0.360 -0.4 0.2 0.2 -0.134
H 4.743 1.960 0.126 0.1 0.3 0.4 0.411
C -3.991 3.430 1.074 -0.9 0.9 1.3 -1.604
C -3.654 2.153 1.893 0.5 1.3 -2.4 0.581
O -4.772 1.637 2.577 1.0 -1.3 1.7 -0.382
S -4.250 0.539 3.745 -2.5 2.1 2.8 1.239
C -5.898 0.693 4.683 1.5 -0.2 -1.0 -0.991
O -4.120 -0.802 3.223 0.5 1.2 -0.1 -0.493
O -3.254 1.188 4.627 -1.2 -1.5 -2.3 -0.648
H -4.169 4.302 1.702 0.8 0.1 0.9 0.432
H -4.991 3.552 0.657 0.0 -1.3 -1.0 0.385
H -3.189 3.751 0.409 -0.1 -0.5 -0.2 0.339
H -3.349 1.399 1.168 0.4 -0.1 0.1 -0.393
H -2.822 2.427 2.543 -0.1 -0.4 0.2 0.532
H -5.664 0.740 5.746 0.0 -0.4 -0.2 0.362
H -6.491 -0.161 4.356 -0.1 0.1 0.3 0.315
H -6.326 1.646 4.371 0.0 -0.2 -0.1 0.287
C 2.433 -2.124 -3.570 -0.2 -0.7 -0.7 -1.371
C 2.794 -1.994 -2.122 -0.3 1.2 -0.3 1.221
O 4.183 -2.296 -1.910 1.4 0.1 0.4 -0.335
S 5.379 -1.194 -2.208 -1.1 -1.1 0.4 1.298
C 5.621 -1.525 -3.974 0.9 0.4 0.8 -1.166
O 4.800 0.106 -1.986 0.7 -0.5 -0.3 -0.585
O 6.543 -1.644 -1.465 -1.5 0.4 -0.8 -0.632
H 2.887 -1.391 -4.237 0.0 0.0 0.2 0.263
H 1.355 -2.109 -3.736 -0.1 0.3 0.2 0.432
H 2.728 -3.127 -3.876 0.2 0.0 -0.3 0.345
H 2.598 -0.986 -1.756 -0.1 -0.1 0.2 0.117
H 2.174 -2.698 -1.567 0.6 -0.1 0.4 -0.683
H 5.008 -0.812 -4.525 -0.1 -0.5 0.0 0.374
H 5.491 -2.593 -4.151 -0.5 0.3 0.0 0.312
H 6.677 -1.341 -4.169 0.0 0.3 0.0 0.453
C 1.570 9.346 -1.758 0.1 -1.4 0.9 -1.232
C 1.195 7.833 -1.679 -1.6 1.5 0.1 -0.180
O 1.760 7.266 -0.493 1.5 -1.1 0.6 -0.237
S 1.853 5.660 -0.317 -1.0 -1.7 -0.8 1.191
C 0.016 5.259 -0.381 1.4 0.0 0.7 -0.838
O 2.481 5.102 -1.524 -0.9 0.9 1.7 -0.681
O 2.357 5.272 0.993 -0.7 1.5 -2.1 -0.568
H 1.613 9.782 -0.760 -0.1 -0.2 0.1 0.328
H 0.783 9.888 -2.282 0.5 0.0 -0.5 0.363
H 2.591 9.384 -2.141 -0.3 0.5 -0.5 0.321
H 0.128 7.731 -1.483 -0.3 0.3 -0.3 0.284
H 1.364 7.379 -2.655 0.7 -0.6 0.4 0.333
H -0.487 5.790 0.427 0.1 0.6 -0.3 0.370
H -0.120 4.228 -0.055 0.4 -0.3 -0.6 0.086
H -0.353 5.476 -1.384 0.0 -0.1 0.2 0.448
O -4.886 -0.963 -5.513 0.8 0.6 1.7 -0.545
S -4.192 -0.674 -4.282 1.5 1.4 1.6 1.013
O -3.581 -1.810 -3.540 -1.7 3.0 -1.4 -0.363
O -3.083 0.536 -4.540 0.3 -2.5 -2.0 -0.403
C -2.990 1.602 -3.619 -2.2 -0.5 -0.3 0.022
C -4.500 1.775 -3.241 0.7 -1.5 0.5 -0.154
O -5.007 0.370 -3.281 -0.1 -0.7 -0.3 -0.315
H -2.342 1.241 -2.820 0.0 0.8 0.3 0.075
H -2.688 2.450 -4.234 0.5 0.0 0.5 0.295
H -5.090 2.404 -3.907 0.2 -0.3 -0.4 0.297
H -4.652 2.143 -2.226 0.0 -0.4 0.1 0.131
O 1.748 -2.639 1.990 3.2 0.1 0.5 -0.305
S 3.123 -2.737 2.491 0.4 -0.5 1.6 0.990
O 3.346 -2.791 3.947 -0.6 0.5 -3.1 -0.643
O 3.882 -4.035 1.860 -0.2 1.1 0.3 -0.344
C 5.197 -3.651 1.387 1.4 0.5 -0.5 -0.273
C 5.490 -2.149 1.821 0.3 -2.6 -0.3 -0.305
O 4.192 -1.679 1.788 -3.5 1.2 1.1 -0.311
H 5.972 -4.287 1.812 -0.4 -0.3 0.0 0.374
H 5.178 -3.747 0.301 0.0 0.1 0.1 0.082
H 6.107 -1.538 1.163 -0.3 -0.4 -0.4 0.371
H 5.989 -2.158 2.790 -0.5 0.2 0.4 0.253
O -3.308 -5.879 -1.462 3.4 0.6 -0.8 -0.522
S -1.871 -5.788 -1.772 0.8 -1.8 0.4 1.059
O -1.395 -5.809 -3.177 -1.2 0.2 3.8 -0.562
O -1.121 -4.666 -0.877 -2.7 1.0 -1.3 -0.081
C 0.118 -4.976 -0.261 -0.3 -0.7 -0.7 0.109
C 0.191 -6.552 -0.387 0.0 0.6 -0.4 -0.208
O -1.110 -6.967 -0.819 -1.2 0.6 -1.2 -0.427
H 0.779 -4.321 -0.829 0.9 -0.8 0.3 -0.161
H 0.048 -4.627 0.769 0.1 -0.2 0.0 0.195
H 0.378 -6.977 0.599 -0.1 -0.2 -0.2 0.279
H 0.881 -6.953 -1.129 0.4 0.4 0.2 0.293
O -5.621 -0.336 -0.092 -1.5 -2.9 1.0 -0.399
S -6.185 -1.601 0.420 0.6 0.5 -0.2 0.992
O -7.155 -1.606 1.505 1.7 0.1 -1.8 -0.587
O -6.710 -2.562 -0.809 -0.3 2.3 0.5 -0.381
C -6.164 -3.866 -0.702 0.5 0.0 0.2 -0.455
C -4.729 -3.565 -0.252 -0.9 -1.5 -0.1 0.135
O -4.954 -2.624 0.779 -0.3 1.7 0.5 -0.203
H -6.744 -4.364 0.075 0.2 -0.5 -0.1 0.329
H -6.248 -4.322 -1.689 0.0 -0.1 0.2 0.309
H -4.147 -3.226 -1.109 0.1 0.4 0.2 0.011
H -4.255 -4.420 0.231 0.0 0.1 -0.2 0.299
O 1.045 -0.030 0.236 -4.8 1.0 1.3 0.039
S -0.334 0.402 0.692 0.2 0.1 0.2 0.598
O -0.555 1.798 1.131 0.7 -3.7 -1.1 -0.474
O -1.556 0.053 -0.364 1.3 1.9 -0.8 -0.326
C -2.032 -1.267 -0.317 0.4 -1.2 0.4 0.607
C -1.603 -1.798 1.091 -0.5 0.4 -0.6 0.716
O -1.093 -0.643 1.740 2.4 1.3 0.4 -0.352
H -3.118 -1.317 -0.388 0.1 0.7 -0.2 -0.549
H -1.596 -1.808 -1.157 0.0 -0.3 0.2 0.230
H -0.877 -2.609 1.036 0.0 0.2 0.2 -0.882
H -2.486 -2.040 1.683 0.2 -0.3 -0.1 0.383
```
Forces are in eV/Å.

***

Entry from the OMol25 dataset: a 2-piece molecular cluster, C3H4O6S overall (ωB97M-V with the def2-TZVPD basis set).

Properties
Calculated total energy = -966.33796 a.u.
E_LUMO = 6.4 eV
Gap between HOMO and LUMO = 0.2621 Ha
Total charge = -2

Geometry as XYZ:
```
14
Properties=species:S:1:pos:R:3:forces:R:3:mulliken_charge:R:1
C -1.312 -1.243 -0.061 -1.0 -1.8 -0.7 0.666
C -0.837 1.108 -0.818 0.9 1.9 3.4 -1.095
C -0.947 0.211 0.183 -0.9 0.0 -2.4 0.620
O -1.491 -1.868 1.046 0.1 0.1 -1.0 -0.819
O 3.385 -1.891 0.117 3.3 2.3 0.7 -0.539
O -1.496 -1.697 -1.237 0.5 0.8 1.8 -0.771
O 4.025 0.572 0.305 0.6 -0.4 0.3 -0.597
O -0.965 0.483 1.458 0.5 2.3 1.7 -0.539
O 1.668 0.087 0.541 0.5 -0.9 0.6 -0.407
S 2.889 -0.210 -0.210 -0.3 0.9 -1.4 0.250
H 2.632 -2.390 0.116 -3.4 -1.9 0.0 0.281
H -0.937 0.902 -1.793 -0.4 -1.7 -3.2 0.348
H -0.438 2.148 -0.739 -0.5 -0.8 0.8 0.239
H -1.129 -0.331 1.954 0.0 -0.9 -0.5 0.362
```
Forces are in eV/Å.

***

Entry from the OMol25 dataset: C3H4O2 in the gas phase (ωB97M-V with the def2-TZVPD basis set).

Properties
Calculated total energy = -267.16736 a.u.
E_LUMO = -0.5 eV
Structure (SMILES) = CC(=O)C=O
Gap between HOMO and LUMO = 0.3473 Ha

Geometry as XYZ:
```
9
Properties=species:S:1:pos:R:3:forces:R:3:mulliken_charge:R:1
C 1.098 -0.324 0.254 0.1 0.0 0.1 -0.900
C -0.105 0.572 0.195 0.1 0.3 0.1 0.589
O -0.141 1.705 0.621 0.0 -0.5 -0.2 -0.498
C -1.378 0.018 -0.451 -0.2 -0.4 -0.1 0.023
O -1.534 -1.153 -0.692 0.1 0.6 0.1 -0.446
H 1.729 -0.011 1.088 0.0 -0.1 -0.1 0.299
H 1.663 -0.201 -0.678 -0.1 0.0 0.1 0.265
H 0.820 -1.377 0.336 0.0 0.2 0.0 0.313
H -2.150 0.789 -0.645 0.1 -0.1 0.0 0.356
```
Forces are in eV/Å.